a.
C4H12NO3 | wB97M-V/def2-TZVPD

Values from the calculation:
Frontier orbital gap, eV: 11.6
Charge: +1

Positions of all 20 atoms, in Å:
1 O 1.00065 -1.29309 -2.39515
2 O 2.08895 0.83402 1.86151
3 O 0.17824 -2.68341 -0.83353
4 N -0.56807 -0.96712 0.84207
5 C 0.35163 -1.46487 -1.42017
6 C -0.57482 -0.52432 -0.61012
7 C -1.16448 1.90205 -0.09853
8 C -0.19071 0.99430 -0.79105
9 H -1.48498 1.55303 0.88135
10 H -1.62243 -0.88660 -0.95227
11 H -0.18125 0.99077 -1.89196
12 H 0.88874 0.99666 -0.62075
13 H 2.86178 1.12228 1.36408
14 H -0.04211 -0.29803 1.44298
15 H 2.16303 1.29373 2.70496
16 H -0.80448 2.90014 0.09452
17 H 0.83859 -3.35636 -1.09787
18 H -0.06777 -1.84528 0.95484
19 H -1.53540 -1.08957 1.18806
20 H -2.13513 1.82168 -0.62298


b.
C4H12NO3 | wB97M-V/def2-TZVPD

Values from the calculation:
Frontier orbital gap, eV: 11.3
Charge: +1

Positions of all 20 atoms, in Å:
1 O 1.59803 0.42374 -1.65913
2 O -0.27002 -2.94912 -1.22055
3 O -1.98514 -0.29886 1.95774
4 N -0.22655 -0.69330 0.06173
5 C -0.16866 0.62651 0.79864
6 C 1.70545 1.45767 -0.68589
7 C -1.40771 0.71608 1.69400
8 C 0.27526 1.68859 -0.17890
9 H -1.56919 1.75053 2.03951
10 H -1.10740 -1.16538 0.30180
11 H 2.40055 1.24535 0.13076
12 H 2.29532 0.31864 -2.30926
13 H 0.64182 0.49022 1.50952
14 H 0.13312 -0.57042 -0.89419
15 H 0.25873 2.71610 0.15267
16 H -1.11034 -3.39141 -1.06068
17 H 1.97054 2.37107 -1.22206
18 H 0.39210 -3.61079 -1.43370
19 H 0.42134 -1.36364 0.46913
20 H -0.31275 1.60218 -1.09509


c.
C4H12NO3 | wB97M-V/def2-TZVPD

Values from the calculation:
Frontier orbital gap, eV: 11.3
Charge: +1

Positions of all 20 atoms, in Å:
1 O 1.62610 -1.11100 -2.04080
2 O 1.88087 0.47260 -0.45099
3 O -3.23711 3.15506 -0.15198
4 N -1.00423 0.79156 0.82436
5 C 1.12110 -1.74270 0.14465
6 C 0.43492 -1.13196 1.36191
7 C 1.59747 -0.65026 -0.79317
8 C -1.06364 -0.72635 1.08552
9 H -1.55410 -0.87288 2.03849
10 H 0.44144 -1.83560 2.20265
11 H -3.76342 2.44068 0.26463
12 H 1.95684 -2.35772 0.49262
13 H -1.68604 1.05827 0.11390
14 H 1.76792 -0.52784 -2.78748
15 H -3.77652 3.47586 -0.88680
16 H -1.05605 1.41039 1.63424
17 H -0.02412 0.92559 0.50971
18 H 0.54010 -2.46209 -0.42644
19 H 0.97468 -0.25316 1.73150
20 H -1.42916 -1.25103 0.21348


The data favor c; the next most stable structure lies 0.307 eV above it.


a.
C10H12N2O | wB97M-V/def2-TZVPD

Values from the calculation:
Frontier orbital gap (alpha / beta), eV: 6.8 / 6.8

Positions of all 25 atoms, in Å:
1 O -2.73124 -1.85687 -0.55601
2 N -1.02281 -0.01322 0.46067
3 N -0.51842 -2.43862 -0.22677
4 C 1.97433 -2.08593 -0.03549
5 C -1.62476 -1.64447 -0.09113
6 C 2.96500 -1.10862 -0.06506
7 C 0.37586 -0.23794 0.07508
8 C 1.31353 0.73140 0.13998
9 C -1.33475 1.47154 -1.56783
10 C -1.53920 1.16594 -0.08114
11 C -1.08342 -0.00820 1.92395
12 C 0.64381 -1.60998 -0.08089
13 C 2.62161 0.24846 0.07164
14 H -0.66629 -0.93493 2.26947
15 H -0.46925 0.81827 2.19542
16 H -0.32915 1.62173 -1.96317
17 H -0.61903 -3.35074 -0.51003
18 H -2.60895 1.30574 0.21011
19 H 3.96756 -1.24961 -0.21420
20 H 3.41021 0.99371 0.05712
21 H 2.17868 -2.98381 -0.46247
22 H -1.54450 0.59795 -2.03369
23 H -2.10659 0.09665 2.28614
24 H 1.05189 1.72935 0.34194
25 H -2.06218 2.27106 -1.73286


b.
C10H12N2O | wB97M-V/def2-TZVPD

Values from the calculation:
SMILES string: Cc1nc2cc(CO)ccc2n1C
Frontier orbital gap, eV: 9.1

Positions of all 25 atoms, in Å:
1 O -4.54863 0.08014 0.55317
2 N 1.17462 -1.66679 0.12021
3 N 1.71457 0.47802 0.03773
4 C 0.02062 -0.90546 0.00208
5 C -0.65282 1.44573 -0.07419
6 C -1.92821 0.99294 -0.22546
7 C 3.59444 -1.14933 0.07258
8 C -2.28860 -0.36248 -0.17261
9 C -1.31010 -1.34460 -0.10285
10 C -3.74659 -0.69983 -0.29876
11 C 0.35578 0.44821 -0.02389
12 C 2.46085 1.71401 0.05428
13 C 2.14251 -0.79839 0.13248
14 H 4.28261 -0.71718 0.86551
15 H 2.38079 2.15945 -0.95204
16 H 3.62302 -2.22739 0.07525
17 H 3.97400 -0.83670 -0.91220
18 H -4.24806 -0.03341 1.49105
19 H -4.13997 -0.45922 -1.30905
20 H 3.51697 1.47555 0.27542
21 H 2.09098 2.34345 0.86888
22 H -1.58457 -2.37750 -0.02657
23 H -2.66457 1.76956 -0.27872
24 H -0.39564 2.50662 0.02997
25 H -3.82398 -1.83540 -0.20224


The data favor b; the next most stable structure lies 4.641 eV above it.


a.
ClH2O3PS | wB97M-V/def2-TZVPD

Values from the calculation:
Frontier orbital gap (alpha / beta), eV: 8.1 / 3.6

Positions of all 8 atoms, in Å:
1 Cl 3.28661 -1.18833 0.21401
2 S -3.04274 -1.66136 -0.07646
3 P -1.71233 -0.40153 0.52182
4 O -1.88930 1.15186 0.24459
5 O -0.23828 -0.40632 -0.21130
6 O 0.33226 -1.70595 -0.32800
7 H 1.35747 -1.76387 -0.38838
8 H -1.30011 1.52041 -0.42569


b.
ClH2O3PS | wB97M-V/def2-TZVPD

Values from the calculation:
SMILES string: OO[P@@](O)(=S)Cl
Frontier orbital gap, eV: 9.9

Positions of all 8 atoms, in Å:
1 Cl -1.05032 1.85561 -0.33661
2 S -2.17988 -1.31493 0.06436
3 P -0.72885 -0.06805 -0.12996
4 O 1.53919 0.67696 1.21595
5 O 0.35765 -0.21402 1.05711
6 O 0.29205 -0.35632 -1.43705
7 H -0.33119 -0.65753 -2.20470
8 H 2.10135 0.07828 1.77090


The data favor b; the next most stable structure lies 3.955 eV above it.